Entry i
Here is a single C20H23NO4 molecule from the OMol25 dataset. Energies are from wB97M-V/def2-TZVPD.

Computed properties:
- spin multiplicity = 1
- HOMO (eV) = -8.3
- frontier orbital gap (eV) = 9.1
- structure (SMILES) = CCCOc1ccc([C@H](CC(=O)O)NC(=O)Cc2ccccc2)cc1
- molar mass (g mol⁻¹) = 341.41

Geometry (Å):
C1 -7.337 -0.806 1.435
C2 -6.133 -0.923 0.512
C3 -5.926 0.360 -0.297
O1 -4.844 0.269 -1.198
C4 -3.566 0.364 -0.739
C5 -2.568 0.159 -1.695
C6 -1.236 0.250 -1.358
C7 -0.855 0.545 -0.052
C8 0.598 0.655 0.348
C9 1.311 1.804 -0.379
C10 2.721 1.946 0.139
O2 3.135 1.477 1.168
O3 3.489 2.668 -0.679
N1 1.335 -0.595 0.153
C11 1.892 -1.007 -1.007
O4 1.644 -0.545 -2.100
C12 2.941 -2.098 -0.804
C13 4.166 -1.385 -0.296
C14 4.855 -0.526 -1.144
C15 5.934 0.203 -0.678
C16 6.337 0.081 0.642
C17 5.657 -0.774 1.491
C18 4.574 -1.499 1.025
C19 -1.848 0.748 0.894
C20 -3.190 0.662 0.566
H1 -7.202 0.011 2.142
H2 -7.473 -1.726 1.997
H3 -8.242 -0.615 0.862
H4 -6.275 -1.751 -0.186
H5 -5.234 -1.134 1.095
H6 -6.798 0.537 -0.934
H7 -5.810 1.224 0.370
H8 -2.870 -0.069 -2.704
H9 -0.481 0.079 -2.108
H10 0.648 0.860 1.423
H11 0.778 2.742 -0.214
H12 1.350 1.616 -1.452
H13 4.396 2.717 -0.338
H14 1.719 -0.992 0.996
H15 3.138 -2.567 -1.768
H16 2.594 -2.848 -0.093
H17 4.529 -0.421 -2.168
H18 6.459 0.870 -1.346
H19 7.177 0.653 1.008
H20 5.964 -0.871 2.521
H21 4.047 -2.162 1.697
H22 -1.577 0.980 1.915
H23 -3.924 0.833 1.337

Atom charges from the Mulliken analysis, given in e for atoms 1 to 5: number 1, C, carries -1.29; number 2, C, carries -0.14; number 3, C, carries -0.78; number 4, O, carries -0.43; number 5, C, carries 0.81

***

Entry ii
Here is a single C20H23NO4 molecule from the OMol25 dataset. Energies are from wB97M-V/def2-TZVPD.

Computed properties:
- spin multiplicity = 1
- HOMO (eV) = -7.7
- frontier orbital gap (eV) = 8.5
- structure (SMILES) = CCOC(=O)C(C(=O)OCC)[C@H](Nc1ccccc1)c1ccccc1
- molar mass (g mol⁻¹) = 341.41

Geometry (Å):
C1 0.225 3.039 3.055
C2 -0.180 3.661 1.727
O1 -0.299 2.658 0.715
C3 -1.432 1.975 0.663
O2 -2.410 2.199 1.323
C4 -1.356 0.819 -0.330
C5 -0.570 1.167 -1.579
O3 0.607 1.421 -1.615
O4 -1.361 1.123 -2.646
C6 -0.766 1.412 -3.916
C7 -0.673 2.911 -4.157
C8 -0.695 -0.393 0.387
N1 0.595 -0.003 0.879
C9 1.382 -0.797 1.679
C10 0.918 -1.971 2.275
C11 1.737 -2.692 3.124
C12 3.027 -2.271 3.394
C13 3.498 -1.111 2.798
C14 2.690 -0.384 1.951
C15 -0.680 -1.561 -0.584
C16 -1.825 -2.330 -0.750
C17 -1.845 -3.374 -1.656
C18 -0.717 -3.661 -2.406
C19 0.429 -2.901 -2.242
C20 0.448 -1.855 -1.337
H1 0.395 3.821 3.789
H2 1.135 2.455 2.935
H3 -0.564 2.383 3.414
H4 -1.136 4.186 1.824
H5 0.588 4.344 1.358
H6 -2.375 0.551 -0.618
H7 -1.420 0.932 -4.646
H8 0.229 0.956 -3.948
H9 -0.275 3.095 -5.151
H10 -0.012 3.365 -3.423
H11 -1.657 3.366 -4.078
H12 -1.337 -0.649 1.244
H13 1.084 0.667 0.299
H14 -0.079 -2.330 2.069
H15 1.360 -3.599 3.575
H16 3.660 -2.841 4.057
H17 4.506 -0.774 2.995
H18 3.061 0.518 1.483
H19 -2.705 -2.109 -0.162
H20 -2.740 -3.966 -1.776
H21 -0.730 -4.476 -3.114
H22 1.313 -3.123 -2.822
H23 1.346 -1.269 -1.214

Atom charges from the Mulliken analysis, given in e for atoms 1 to 5: number 1, C, carries -1.03; number 2, C, carries -0.39; number 3, O, carries -0.23; number 4, C, carries -0.18; number 5, O, carries -0.64

***

Computed energies relative to the best structure, in kcal/mol: entry i 0.0; entry ii 5.9

***

Entry i
Here is 5 unconnected molecules or ions with the total composition C3H14O5 from the OMol25 dataset. Energies are from wB97M-V/def2-TZVPD.

Computed properties:
- spin multiplicity = 1
- HOMO (eV) = -9.1
- frontier orbital gap (eV) = 4.1
- molar mass (g mol⁻¹) = 130.14

Geometry (Å):
C1 -1.774 0.750 0.799
C2 -1.337 -0.618 0.856
O1 0.136 -0.784 0.615
C3 -1.954 -1.581 -0.205
H1 -2.766 1.070 0.394
H2 -1.271 1.527 1.358
H3 0.420 0.144 0.498
H4 -3.049 -1.652 -0.140
H5 -1.408 -2.543 -0.207
H6 -1.807 -0.982 -1.085
H7 2.548 1.735 -0.442
H8 0.889 -0.311 -2.127
O2 1.807 1.352 0.040
H9 -1.364 -1.071 1.830
H10 2.002 -0.711 2.085
O3 2.797 -0.597 1.529
H11 2.561 0.125 0.891
H12 1.925 -0.147 -1.087
O4 1.763 -0.655 -1.928
H13 -0.813 1.649 -0.976
H14 0.770 1.766 -1.099
O5 -0.075 1.533 -1.599

Atom charges from the Mulliken analysis, given in e for atoms 1 to 5: number 1, C, carries -0.60; number 2, C, carries 0.53; number 3, O, carries -0.35; number 4, C, carries -1.21; number 5, H, carries 0.35

***

Entry ii
Here is 5 unconnected molecules or ions with the total composition C3H14O5 from the OMol25 dataset. Energies are from wB97M-V/def2-TZVPD.

Computed properties:
- spin multiplicity = 1
- HOMO (eV) = -8.8
- frontier orbital gap (eV) = 9.3
- structure (SMILES) = C=C(C)O.O.O.O.O
- molar mass (g mol⁻¹) = 130.14

Geometry (Å):
C1 1.076 0.773 1.965
C2 -0.105 0.239 1.895
C3 -1.347 0.951 1.550
O1 -0.143 -1.146 2.186
H1 1.315 1.811 1.825
H2 2.042 0.365 2.206
H3 -1.194 1.195 0.547
H4 -2.209 0.386 1.627
H5 -1.464 1.990 2.045
H6 -1.046 -1.424 2.648
O2 -0.043 0.033 -2.362
H7 -0.532 -0.578 -1.827
H8 -0.358 0.866 -2.103
O3 1.460 -2.844 -1.868
H9 1.990 -2.359 -1.237
H10 1.218 -2.186 -2.507
O4 0.992 2.346 -1.270
H11 1.795 2.016 -1.027
H12 1.161 3.276 -1.472
O5 -1.615 -1.512 -0.829
H13 -2.144 -2.117 -1.343
H14 -0.851 -2.080 -0.650

Atom charges from the Mulliken analysis, given in e for atoms 1 to 5: number 1, C, carries -1.06; number 2, C, carries 0.83; number 3, C, carries -0.97; number 4, O, carries -0.55; number 5, H, carries 0.28

***

Computed energies relative to the best structure, in kcal/mol: entry i 111.7; entry ii 0.0